[1]
This record from the Open Molecules 2025 dataset describes a cluster of 2 separate species, C6H10N2O5P in total at a distorted geometry. The level of theory is ωB97M-V with the def2-TZVPD basis set.

Geometry as XYZ:
```
24
Properties=species:S:1:pos:R:3:forces:R:3:lowdin_charge:R:1
C -0.783015 -2.112416 0.687031 0.15 0.09 -0.01 -0.0035
C 0.100252 -1.138082 0.458536 0.08 -0.46 -0.04 -0.1689
C -1.215064 1.481215 2.586971 -0.64 -0.01 0.46 -0.3789
C 2.187975 0.871565 1.290608 0.41 0.74 -0.14 -0.3779
C 0.173156 -0.113013 -2.751335 0.63 -0.11 -0.27 -0.1798
C -0.126456 0.265265 0.695393 -1.77 1.43 -1.99 -0.3575
N -1.216227 0.607136 1.575865 0.01 -0.51 0.03 0.0497
N 0.982356 1.146461 0.772479 -0.42 -0.01 -0.22 0.0658
O -0.786898 2.420611 -1.571393 0.27 0.00 0.17 -0.3359
O -0.266038 2.025489 3.115127 0.36 0.16 0.19 -0.0144
O 2.605261 -0.202334 1.660585 0.07 -0.46 0.22 0.0015
O -2.865977 1.051585 -0.785451 -0.31 -0.38 0.43 -0.3269
O -1.156351 -0.020656 -2.326293 -0.86 0.52 0.72 -0.2856
P -1.462043 1.150056 -1.217494 1.69 -0.99 0.31 0.4340
H -0.581670 -3.129508 0.403454 0.14 -0.20 -0.06 0.0343
H -1.741700 -1.920014 1.134817 -0.21 0.07 0.14 0.0403
H 1.054449 -1.373985 0.004082 -0.02 -0.03 -0.06 0.1027
H -2.250509 1.664593 2.949109 0.11 0.02 -0.13 0.1261
H 2.832529 1.776775 1.295213 -0.10 -0.10 0.03 0.1284
H 0.855677 0.250247 -1.980676 0.13 -0.04 -0.06 0.0632
H 0.329999 0.476620 -3.659696 0.02 -0.01 0.05 0.0807
H 0.390031 -1.164960 -2.957310 0.01 0.08 0.01 0.0827
H -2.115285 0.400078 1.151929 -0.06 0.24 0.24 0.0921
H 0.747343 2.105129 0.551074 0.31 -0.05 -0.03 0.1278
```
Forces are in eV/Å.

**E_HOMO**: -4.0 eV
**Frontier orbital gap**: 7.497 eV
**Strongest force on any atom**: 3.0 eV/Å
**Net charge**: -1

[2]
This record from the Open Molecules 2025 dataset describes a cluster of 2 separate species, C6H10N2S in total at a distorted geometry. The level of theory is ωB97M-V with the def2-TZVPD basis set.

Geometry as XYZ:
```
19
Properties=species:S:1:pos:R:3:forces:R:3:lowdin_charge:R:1
C 0.183460 2.015851 2.740856 -2.10 1.19 1.46 -0.1557
C 0.772245 0.860195 3.003497 0.89 -3.24 0.79 -0.1108
C 1.348812 1.397211 0.942417 1.14 1.28 -4.24 -0.2029
C -0.389593 -1.961894 -3.001195 -1.63 -3.29 0.39 -0.1583
C -1.122907 -0.356806 -1.245441 -0.98 -0.46 0.05 -0.1255
C -0.227727 -1.441839 -1.662076 1.91 0.58 0.87 -0.8877
N 0.507107 2.337995 1.443181 0.76 -1.32 0.63 0.0005
N 1.533138 0.463954 1.828780 -2.98 2.32 3.66 0.0229
S 0.968515 -2.015501 -0.738935 0.07 -0.15 0.56 0.7179
H -0.511804 2.612679 3.405396 1.01 -0.91 -1.11 0.1300
H 0.582942 0.076812 3.774234 0.38 1.31 -0.36 0.1145
H -1.442354 -2.297820 -2.989121 -0.04 0.16 -0.55 0.1018
H 0.164223 -2.896280 -3.199808 0.13 0.73 0.21 0.0804
H -0.277756 -1.290008 -3.774117 0.27 1.73 -1.61 0.0608
H -0.829916 0.257857 -0.445217 1.18 0.86 0.72 0.0373
H -2.006360 -0.781318 -0.832077 -1.01 -1.03 0.46 0.0833
H -1.562797 0.197260 -2.035757 0.15 0.78 -1.10 0.0775
H 2.221789 -0.230068 1.893436 0.72 -0.93 -0.64 0.0980
H 0.088982 3.051718 0.891948 0.13 0.40 -0.19 0.1159
```
Forces are in eV/Å.

**E_HOMO**: -7.9 eV
**Frontier orbital gap**: 8.289 eV
**Strongest force on any atom**: 5.3 eV/Å
**Net charge**: 0

[3]
This record from the Open Molecules 2025 dataset describes an isolated molecule of C6H10N2S at a distorted geometry. The level of theory is ωB97M-V with the def2-TZVPD basis set.

Geometry as XYZ:
```
19
Properties=species:S:1:pos:R:3:forces:R:3:lowdin_charge:R:1
C 2.303801 -1.218949 -0.384523 -3.22 3.40 -0.21 -0.0439
N 1.260343 -0.944660 0.652975 3.49 -1.78 -0.18 -0.1537
N 0.308890 -0.117935 0.564272 -1.63 2.63 -0.84 -0.0891
C 0.266402 0.800641 -0.358565 0.55 -0.38 -0.86 -0.2086
C -0.930809 1.627569 -0.605871 -0.39 -1.01 1.37 -0.0926
C -2.132605 1.439278 0.006791 -0.07 1.46 -1.06 -0.1474
C -2.494045 0.434375 0.912609 0.02 -4.10 1.34 -0.2389
C -2.344349 -0.903540 0.789179 0.84 -0.30 -1.49 -0.4327
S -1.572579 -1.605098 -0.653324 -0.45 -4.14 2.70 0.7952
H 2.985611 -1.795096 0.135061 1.68 -1.27 0.45 0.0464
H 1.713150 -1.738447 -1.185297 1.22 0.57 -0.01 0.0954
H 2.676005 -0.152573 -0.589462 0.06 -2.01 -0.50 0.0978
H 1.100252 -1.792578 1.141377 -0.85 -0.23 0.95 0.1100
H 1.052977 0.807511 -1.169095 -0.85 0.27 0.87 0.1029
H -0.802816 2.393988 -1.333925 -0.06 0.55 -0.37 0.0832
H -3.062723 2.027726 -0.101303 1.12 0.67 -0.73 0.1158
H -3.085413 0.612647 1.761550 -0.76 1.12 1.11 0.0850
H -2.549208 -1.769493 1.465636 -0.29 1.45 -0.28 0.0701
H -1.648518 -0.737073 -1.522620 -0.42 3.09 -2.27 -0.1949
```
Forces are in eV/Å.

**E_HOMO**: -7.6 eV
**Frontier orbital gap**: 8.221 eV
**Strongest force on any atom**: 5.0 eV/Å
**Net charge**: 0
**SMILES string**: CN/N=C/C=C\C=C/S

[4]
This record from the Open Molecules 2025 dataset describes a cluster of 2 separate species, C6H10N2S2 in total at a distorted geometry. The level of theory is ωB97M-V with the def2-TZVPD basis set.

Geometry as XYZ:
```
20
Properties=species:S:1:pos:R:3:forces:R:3:lowdin_charge:R:1
C -1.690557 -1.403761 0.021009 -0.26 -0.48 -0.05 -0.1665
C -0.727587 -2.155631 -0.616620 -0.45 -0.19 -0.09 -0.1301
N -0.176278 -1.310481 -1.547200 -0.49 -0.31 -0.72 -0.0087
C -0.809967 -0.107942 -1.441400 -0.62 -0.72 -0.58 -0.2985
N -1.736647 -0.131392 -0.496620 0.15 -0.87 -0.61 0.0299
H -2.353927 -1.715111 0.827909 0.30 0.13 -0.31 0.1051
H -0.394317 -3.186360 -0.495670 -0.17 0.50 -0.01 0.1189
H 0.574832 -1.541161 -2.202290 -0.58 0.31 0.60 0.1409
H -0.558457 0.744228 -2.072790 -0.25 -0.58 0.28 0.0689
C 0.735182 1.127888 1.471669 0.25 0.25 0.43 -0.3127
C 1.185572 -0.161542 0.804219 0.00 -0.55 0.29 -0.5264
S 2.107612 0.268358 -0.704070 0.65 0.50 0.31 0.5277
S 1.103042 2.094938 -1.035440 0.51 0.29 0.33 0.5294
C 0.019172 1.959208 0.419439 -0.67 0.79 0.25 -0.5385
H 1.610342 1.680468 1.864329 -0.38 -0.25 -0.18 0.1118
H 0.062742 0.912738 2.324299 0.21 0.04 -0.41 0.1233
H 1.867382 -0.758001 1.440469 -0.23 0.37 -0.29 0.0873
H 0.319262 -0.801081 0.547429 0.92 0.64 0.47 0.0192
H -0.943077 1.494098 0.130979 0.78 0.56 0.39 0.0358
H -0.194328 2.990538 0.760349 0.33 -0.43 -0.12 0.0832
```
Forces are in eV/Å.

**E_HOMO**: -7.7 eV
**Frontier orbital gap**: 8.249 eV
**Strongest force on any atom**: 1.2 eV/Å
**Net charge**: 0
**SMILES string**: c1c[nH]cn1.C1CSSC1

[5]
This record from the Open Molecules 2025 dataset describes an isolated molecule of C6H10N2S2 at a distorted geometry. The level of theory is ωB97M-V with the def2-TZVPD basis set.

Geometry as XYZ:
```
20
Properties=species:S:1:pos:R:3:forces:R:3:lowdin_charge:R:1
C 0.054691 1.729004 -0.655216 -0.23 -2.61 1.29 -0.1791
C 1.533681 -0.111111 -0.144263 -0.15 0.16 -0.25 -0.8836
C -0.409546 2.929173 -0.522656 0.94 3.13 0.31 -0.0416
C -0.836981 -0.493178 0.208544 1.49 1.63 -1.22 -0.6030
C -1.216364 0.015100 1.600289 0.37 -3.12 -2.24 -0.0754
C 0.668754 -2.410231 -0.269481 2.35 -1.36 0.25 -0.1169
N 1.286355 1.202878 -0.469043 1.85 1.60 -1.25 -0.0060
N 0.476029 -0.964054 -0.051650 -1.53 0.13 -0.69 -0.2025
S 3.047968 -0.653518 0.041223 1.99 -0.01 0.16 0.6584
S -2.145539 -1.277517 -0.687998 -0.68 -1.74 2.94 0.8421
H 0.270064 3.856118 -0.214491 -1.35 -2.07 -0.59 0.1046
H -1.414516 3.169687 -0.808704 -0.34 0.11 0.01 0.0321
H -0.335978 0.353614 2.035394 1.45 0.62 1.21 0.0574
H -1.582735 -0.946480 2.067660 -0.24 1.52 0.24 0.1074
H -1.850690 0.811076 1.358351 -1.58 0.91 0.65 0.0532
H 0.067649 -2.904621 -1.077334 -0.01 0.97 1.08 0.0713
H 1.783119 -2.638117 -0.583426 -2.32 0.81 0.86 0.0633
H 0.533406 -2.839975 0.760055 -0.04 -0.31 -1.25 0.1046
H 2.161818 1.793851 -0.846456 -2.37 -2.13 1.32 0.2043
H -2.091188 -0.621691 -1.740805 0.40 1.76 -2.82 -0.1905
```
Forces are in eV/Å.

**E_HOMO (alpha / beta)**: -7.9 / -7.7 eV
**Frontier orbital gap (alpha / beta)**: 7.492 / 7.043 eV
**Strongest force on any atom**: 3.9 eV/Å
**Net charge**: 0

[6]
This record from the Open Molecules 2025 dataset describes the ion C6H10N3 with charge +1 at a distorted geometry. The level of theory is ωB97M-V with the def2-TZVPD basis set.

Geometry as XYZ:
```
19
Properties=species:S:1:pos:R:3:forces:R:3:lowdin_charge:R:1
C 1.998641 -0.742421 -0.507073 -1.03 -0.19 0.48 -0.0950
C 1.848138 0.826794 -0.765666 1.62 -0.23 0.19 -0.2182
N 0.473781 1.276374 -1.155745 0.80 -0.17 0.40 0.0090
N -0.485096 0.568253 -0.411889 0.70 1.44 0.73 -0.1835
C -0.581661 0.907106 0.922122 -1.59 -0.92 1.99 0.0359
C -1.521701 0.221892 1.885418 -0.15 -2.13 -4.79 0.0749
C -2.310764 -0.869577 1.168690 2.78 2.91 -0.66 0.0462
C -2.034656 -0.997997 -0.303718 -1.09 -0.87 0.34 -0.0341
N -1.148479 -0.318905 -1.126568 -2.31 -1.23 4.20 0.1575
H 3.073675 -1.117278 -0.528821 -1.47 0.75 0.02 0.0952
H 1.366993 -1.357542 -1.244552 1.13 0.99 0.82 0.0818
H 1.544204 -0.975067 0.523808 0.88 0.17 -1.38 0.0738
H 2.156078 1.432116 0.159906 -0.34 -0.99 -1.35 0.1192
H 2.567008 1.117998 -1.597453 -1.17 -0.12 0.98 0.1327
H 0.289519 1.167183 -2.160302 -0.19 -0.33 0.68 0.1455
H 0.074354 1.740675 1.331063 -0.85 -1.21 -1.15 0.1616
H -1.599905 0.454382 2.983065 0.20 -0.14 -1.50 0.1305
H -3.056686 -1.543128 1.678964 0.99 0.91 -0.76 0.1267
H -2.653442 -1.790859 -0.851249 1.10 1.35 0.77 0.1404
```
Forces are in eV/Å.

**E_HOMO**: -14.1 eV
**Frontier orbital gap**: 8.760 eV
**Strongest force on any atom**: 5.2 eV/Å
**Net charge**: +1
**SMILES string**: CCN[n+]1ccccn1